Density functional theory data (ωB97M-V/def2-TZVPD) for a gas-phase ion, C11H22N3O2S (charge +1) at a distorted geometry.

Last column: Mulliken charge in e.
Cartesian coordinates (Å):
C (3.61130, 1.41696, 0.20254)  -0.767
C (3.96624, 1.74897, 1.64288)  -0.555
C (3.04994, 2.67778, 2.49497)  -0.464
C (1.88849, 1.89168, 3.09733)  -0.581
O (1.15159, 0.96810, 2.26204)  -0.249
C (0.04084, 1.43736, 1.52979)  0.093
N (-0.14700, 2.74852, 1.35629)  -0.487
S (-1.64267, 2.90716, 0.49819)  0.090
N (-1.91466, 1.25165, 0.34298)  -0.356
C (-0.96582, 0.56433, 0.91076)  0.665
O (-0.68904, -0.63455, 0.45330)  -0.199
C (-1.71281, -1.66171, 0.64237)  -1.188
C (-2.56707, -1.83277, -0.54712)  -0.512
N (-2.02781, -1.82044, -1.92646)  0.458
C (-1.66590, -0.50114, -2.47842)  -1.325
C (-3.10578, -2.42493, -2.81514)  -0.811
C (-0.76408, -2.58165, -2.00953)  -0.780
H (2.55122, 1.21439, 0.15020)  -0.057
H (3.68053, 2.31362, -0.34434)  0.361
H (4.22222, 0.59398, -0.27161)  0.305
H (4.90400, 2.39266, 1.58550)  0.305
H (4.17340, 0.89613, 2.22499)  0.388
H (3.62973, 3.23525, 3.30736)  0.316
H (2.80736, 3.42929, 1.68714)  0.287
H (2.43713, 1.20990, 3.74077)  0.401
H (1.31455, 2.63632, 3.75488)  0.327
H (-2.30719, -1.44039, 1.47153)  0.537
H (-1.23573, -2.63820, 0.80907)  0.517
H (-3.24337, -0.96819, -0.62664)  0.522
H (-3.23446, -2.60792, -0.25844)  0.350
H (-1.74885, -0.41666, -3.50657)  0.516
H (-2.44010, 0.08931, -2.07578)  0.538
H (-0.64268, -0.08204, -2.19143)  0.320
H (-3.85306, -3.05015, -2.22071)  0.278
H (-2.73676, -2.99736, -3.66309)  0.387
H (-3.66773, -1.58491, -3.27254)  0.383
H (-0.05531, -2.06246, -2.75270)  0.373
H (-0.16288, -2.62554, -0.98459)  0.243
H (-0.89778, -3.69238, -2.21977)  0.370

The calculation puts the total energy at -31154.198 eV. The total charge is +1. Its structure (SMILES) is CCCCOc1nsnc1OCC[N+](C)(C)C.